1.
11
Properties=species:S:1:pos:R:3:lowdin_charge:R:1 method="wB97M-V/def2-TZVPD" homo_ev="-20.88 / -20.88" spin_multiplicity=4 de_lowest_kcal_mol=0.0 homo_lumo_gap_ev="9.921 / 8.636" charge=+2 e_tot_ev=-46923.4167
H -2.742 1.370 0.566 0.195
O -0.014 1.074 0.375 -0.108
Co 1.778 0.940 0.043 1.334
C -1.131 1.269 -0.192 -0.123
C -2.266 0.372 0.117 0.041
H -1.083 1.666 -1.220 0.173
H -2.764 0.054 -0.810 0.135
H -2.163 -0.221 1.036 0.122
O 1.757 -0.962 -0.124 0.117
C 0.841 -1.710 -0.067 -0.235
O -0.138 -2.322 -0.235 0.348

=====

2.
56
Properties=species:S:1:pos:R:3:lowdin_charge:R:1 method="wB97M-V/def2-TZVPD" homo_ev=5.67 homo_lumo_gap_ev=2.283 charge=-7 e_tot_ev=-222917.0801
Tl 0.088 4.191 -0.144 0.879
Tl 3.970 -1.345 2.232 1.050
N -2.157 -1.999 -3.086 -0.542
O -1.583 -0.995 -3.644 0.196
O -3.188 -1.698 -2.525 0.201
O -1.762 -3.160 -3.037 0.144
N 6.189 -2.109 -0.876 -0.666
O 7.416 -1.727 -1.079 -0.187
O 5.411 -1.381 -0.337 -0.142
O 5.816 -3.031 -1.541 -0.014
N -0.047 -1.695 3.768 -0.561
O -0.569 -0.969 4.569 0.109
O 1.147 -1.575 3.260 -0.120
O -0.605 -2.777 3.630 0.091
Cl -4.858 1.787 -2.347 0.645
O -5.694 2.972 -2.432 -0.398
O -5.489 0.512 -1.954 -0.375
O -4.065 1.471 -3.531 -0.378
O -3.775 1.942 -1.407 -0.334
Cl -0.098 -0.112 -0.245 0.717
O -1.192 -1.083 -0.434 -0.240
O -0.514 1.081 0.340 -0.284
O 1.049 -0.614 0.590 -0.206
O 0.583 0.088 -1.492 -0.152
Cl 2.204 -0.485 -5.251 0.573
O 2.378 -1.304 -4.190 -0.303
O 3.366 0.457 -5.608 -0.448
O 2.266 -1.475 -6.310 -0.455
O 1.030 0.226 -5.091 -0.329
Cl -4.702 -1.797 3.180 0.570
O -5.857 -2.124 4.022 -0.478
O -3.848 -2.880 3.362 -0.374
O -5.155 -1.543 1.844 -0.358
O -4.029 -0.654 3.709 -0.357
Cl 1.499 2.483 3.593 0.530
O 0.674 3.113 2.756 -0.425
O 2.285 1.526 2.819 -0.410
O 2.402 3.568 3.870 -0.423
O 0.735 2.173 4.715 -0.303
Cl 1.552 -4.039 -0.665 0.614
O 0.731 -3.596 -1.704 -0.321
O 2.591 -3.054 -0.469 -0.352
O 0.692 -4.343 0.413 -0.338
O 2.310 -5.244 -1.153 -0.413
Cl -3.078 4.210 3.559 0.601
O -3.001 2.921 4.156 -0.339
O -1.841 4.739 4.011 -0.424
O -2.940 4.325 2.109 -0.393
O -4.175 4.921 4.195 -0.436
Cl 3.920 2.273 -1.243 0.588
O 4.047 1.605 0.049 -0.356
O 4.585 3.489 -1.611 -0.383
O 4.133 1.144 -2.063 -0.286
O 2.643 2.754 -1.380 -0.427
Cl -0.418 3.638 -3.481 -0.529
Cl -3.076 -4.800 -0.424 -0.249